{
  "formula": "C35H41GeN4S2Sb2Sn",
  "method": "wB97M-V/def2-TZVPD",
  "energy_ev": -139971.2702,
  "e_above_lowest_kj_mol": 0.0,
  "s_squared": 0.772,
  "charge": 4,
  "homo_lumo_gap_ev": [3.69, 3.41],
  "spin_multiplicity": 2,
  "species": ["Sn", "C", "Sb", "C", "C", "C", "C", "C", "C", "C", "C", "C", "Sb", "C", "C", "H", "H", "H", "H", "H", "H", "H", "H", "H", "H", "H", "H", "H", "H", "H", "H", "H", "H", "H", "H", "N", "C", "N", "C", "C", "S", "C", "C", "S", "C", "N", "N", "H", "H", "H", "H", "H", "H", "C", "Ge", "C", "C", "C", "C", "C", "C", "C", "C", "C", "C", "C", "C", "C", "C", "C", "C", "H", "H", "H", "H", "H", "H", "H", "H", "H", "H", "H", "H", "H", "H", "H"],
  "positions_angstrom": [[9.5788, 2.3181, 19.2879], [10.9210, 4.7406, 13.0132], [9.9891, 3.3973, 14.4937], [7.9168, 4.0187, 14.2038], [9.9122, 1.5838, 13.1963], [11.0911, 0.7975, 13.4630], [12.3097, 1.1893, 12.8713], [13.4670, 0.4452, 13.0361], [13.4514, -0.7266, 13.7955], [12.2911, -1.0826, 14.4323], [11.0989, -0.3472, 14.3076], [9.9826, -0.7070, 15.2380], [10.4731, -0.0764, 17.3626], [12.3843, -0.7580, 18.1756], [9.3377, -1.7189, 18.2059], [11.3933, 4.1559, 12.2266], [11.6844, 5.3955, 13.4370], [10.1110, 5.3086, 12.5688], [7.7271, 4.2814, 13.1686], [7.6749, 4.8557, 14.8559], [7.1955, 3.2218, 14.5034], [9.9919, 2.0461, 12.1776], [8.9446, 1.0616, 13.3505], [12.3272, 2.0639, 12.1587], [14.3854, 0.8289, 12.5385], [14.3120, -1.3291, 13.9287], [12.2589, -1.9320, 15.1653], [9.9350, -1.7905, 15.3239], [8.9991, -0.1886, 15.1161], [12.4589, -1.8440, 18.1614], [12.3641, -0.4461, 19.2487], [13.2289, -0.2093, 17.7304], [9.8997, -2.6448, 17.9765], [8.3604, -1.7673, 17.7031], [9.2289, -1.6266, 19.3241], [13.3345, 2.6166, 20.0983], [12.5064, 2.1485, 21.0656], [11.2244, 1.7277, 20.8257], [10.6848, 1.0443, 21.9223], [11.5709, 0.9876, 23.0037], [13.0071, 1.8745, 22.7255], [9.3160, 0.5063, 21.8044], [8.6166, -0.2766, 22.7268], [6.9509, -0.4893, 22.2608], [7.2395, 0.4582, 20.8041], [8.4852, 0.9125, 20.7357], [6.3069, 0.6901, 19.8472], [13.0023, 2.6856, 19.1793], [14.1368, 3.1848, 20.3768], [11.3421, 0.5314, 23.9510], [8.9973, -0.8334, 23.5553], [5.5528, 0.0675, 19.8373], [6.6587, 1.1176, 19.0095], [10.0839, 4.3684, 22.3786], [8.7488, 4.8987, 20.9906], [9.3677, 6.7877, 20.8502], [10.2025, 7.1844, 19.8442], [10.5222, 8.5153, 19.6287], [10.1232, 9.4670, 20.5307], [9.3249, 9.0693, 21.6193], [8.8620, 7.7657, 21.6992], [6.9685, 5.0941, 21.7980], [6.7537, 4.8360, 23.1488], [5.4928, 4.3778, 23.6301], [4.3809, 4.3573, 22.8084], [4.5508, 4.6505, 21.4173], [3.4589, 4.5546, 20.5139], [3.6441, 4.7336, 19.1392], [4.9014, 5.1615, 18.6558], [6.0279, 5.1185, 19.4423], [5.8673, 5.0243, 20.8757], [10.2668, 5.3291, 22.8961], [11.0258, 4.0155, 21.9735], [9.7529, 3.5747, 23.0564], [10.7032, 6.4450, 19.2324], [11.1649, 8.7627, 18.7719], [10.3018, 10.5469, 20.3385], [9.0178, 9.7924, 22.4174], [8.1376, 7.5018, 22.4706], [7.5868, 4.9654, 23.8719], [5.4151, 4.0692, 24.6804], [3.4116, 4.1629, 23.2528], [2.4515, 4.3831, 20.8963], [2.7602, 4.6301, 18.4622], [5.0162, 5.3924, 17.5916], [7.0007, 5.3851, 19.0146]],
  "lowdin_charge": [1.026, -0.265, 1.347, -0.317, -0.254, -0.290, -0.006, 0.007, 0.020, -0.028, -0.246, -0.214, 1.274, -0.265, -0.292, -0.001, 0.019, 0.017, 0.019, 0.003, 0.019, 0.117, 0.094, 0.144, 0.152, 0.130, 0.145, 0.085, 0.073, 0.031, 0.008, 0.021, 0.038, 0.022, 0.024, 0.154, -0.630, -0.129, -0.343, -0.297, 1.175, -0.311, -0.270, 1.161, -0.638, -0.129, 0.163, 0.083, 0.144, 0.100, 0.092, 0.104, 0.095, -0.196, 1.026, -0.336, -0.146, -0.069, -0.032, -0.030, -0.091, -0.276, -0.079, -0.033, 0.031, -0.135, -0.001, -0.042, -0.070, -0.084, -0.169, 0.068, -0.015, 0.035, 0.087, 0.127, 0.142, 0.144, 0.110, 0.120, 0.128, 0.136, 0.132, 0.135, 0.116, 0.083]
}